# 1
The following is a DFT calculation (the ωB97M-V functional and the def2-TZVPD basis) of a molecular structure, C51H39N8O3V.

ORCA input file:
```
! RIJCOSX wB97M-V def2-TZVPD def2/J DEFGRID3
* xyz 0 3
V -0.0252 -0.5604 0.1880
C 6.8321 0.7466 -2.0861
C 6.2781 -0.3559 -2.7183
C 5.1279 -0.9526 -2.2302
C 4.4942 -0.4945 -1.0658
C 5.0338 0.6696 -0.4924
C 6.1845 1.2679 -0.9790
C 3.2386 -1.0520 -0.4914
C 2.9382 -0.7369 0.8519
C 3.9182 -0.6394 1.9078
C 3.2355 -0.5043 3.0693
C 1.8394 -0.4544 2.7268
C 0.8029 -0.1375 3.6001
C 1.1409 0.1685 5.0196
C 0.6876 -0.6607 6.0427
C 0.9929 -0.3790 7.3667
C 1.7512 0.7391 7.6847
C 2.2048 1.5733 6.6723
C 1.9022 1.2881 5.3485
C -0.5326 -0.0142 3.2067
N -1.0438 -0.3420 1.9753
C -2.3775 -0.0013 2.0085
C -3.3147 -0.2702 1.0039
C -4.7204 0.1915 1.1726
C -5.5404 -0.3089 2.1820
C -6.8511 0.1285 2.3056
C -7.3576 1.0689 1.4189
C -6.5496 1.5642 0.4051
C -5.2396 1.1243 0.2781
C -3.0176 -1.0210 -0.1274
C -3.9941 -1.5659 -1.0303
C -3.3232 -2.3543 -1.9019
C -1.9317 -2.2728 -1.5519
N -1.7687 -1.4475 -0.4783
C -0.9013 -2.9367 -2.2071
C 0.4477 -2.7689 -1.9053
C 1.5094 -3.4059 -2.6247
C 2.6648 -2.8282 -2.2203
C 2.3304 -1.8560 -1.2138
N 0.9753 -1.8967 -0.9876
C -1.2546 -3.8086 -3.3633
C -1.8599 -5.0468 -3.1683
C -2.1876 -5.8480 -4.2535
C -1.9190 -5.4150 -5.5443
C -1.3224 -4.1774 -5.7460
C -0.9909 -3.3785 -4.6615
C -2.6930 0.5905 3.2753
C -1.5613 0.5534 4.0253
N 1.6922 -0.6519 1.3785
H 7.7291 1.2129 -2.4733
H 6.7358 -0.7535 -3.6156
H 4.7190 -1.7655 -2.8012
H 4.5209 1.1511 0.3266
H 6.5580 2.1640 -0.4994
H 4.9838 -0.7445 1.7814
H 3.6369 -0.4559 4.0687
H 0.0960 -1.5336 5.7919
H 0.6379 -1.0352 8.1514
H 1.9875 0.9602 8.7179
H 2.7937 2.4496 6.9133
H 2.2539 1.9397 4.5564
H -5.1467 -1.0519 2.8653
H -7.4802 -0.2719 3.0907
H -8.3806 1.4107 1.5158
H -6.9393 2.2946 -0.2931
H -4.6039 1.5033 -0.5136
H -5.0562 -1.3883 -0.9787
H -3.7259 -2.9361 -2.7148
H 1.3856 -4.2074 -3.3346
H 3.6554 -3.1318 -2.5050
H -2.0682 -5.3816 -2.1587
H -2.6538 -6.8117 -4.0897
H -2.1743 -6.0400 -6.3910
H -1.1196 -3.8300 -6.7515
H -0.5411 -2.4033 -4.8090
H -3.6595 0.9726 3.5595
H -1.4283 0.9008 5.0374
N 0.4509 2.6195 1.5045
C 1.1633 3.0875 0.3187
C 1.0044 2.1647 -0.8862
O 1.2624 2.5771 -2.0002
O 0.6323 0.9519 -0.6182
H 0.4717 3.3277 2.2282
H 0.8948 1.7915 1.8900
H 2.2463 3.2105 0.4535
H 0.7797 4.0641 0.0236
C -0.6302 1.8871 -5.0314
N -1.2403 2.2871 -3.7699
C -1.4119 3.5933 -3.4912
C -1.8686 4.0172 -2.2923
C -2.0756 2.9966 -1.3172
N -1.9652 1.7200 -1.5881
C -1.5564 1.2913 -2.8198
O -1.4662 0.1146 -3.1271
N -2.4120 3.3349 -0.0382
H -1.3110 2.0660 -5.8649
H -0.4123 0.8273 -4.9679
H 0.2963 2.4400 -5.1808
H -1.1451 4.2797 -4.2841
H -1.9936 5.0663 -2.0701
H -2.2741 4.2914 0.2372
H -2.1627 2.6494 0.6584
*
```

Properties
HOMO energy (alpha / beta), eV: -6.654 / -6.794
Total energy, eV: -97275.7091
ΔE to the lowest compared entry with this formula, charge and spin, kcal per mole: 25.5
Frontier orbital gap (alpha / beta), Eh: 0.20060 / 0.20486

Atom charges from the Mulliken analysis, given in e for atoms 1 to 99: 0.16 -0.41 -1.08 -0.22 0.94 -0.17 -1.03 1.09 -0.24 -1.53 -1.42 0.25 1.07 -0.62 -0.02 -0.85 -0.39 -0.95 0.12 0.07 1.26 -0.02 1.41 -0.49 -0.10 -0.85 -0.47 -0.96 0.12 0.28 -1.60 -1.75 0.21 0.18 0.92 0.39 -1.68 -1.45 0.30 0.92 -0.45 0.05 -0.85 -0.39 -0.84 0.13 -1.29 -1.68 1.12 0.39 0.41 0.11 0.33 0.38 0.72 0.64 0.45 0.39 0.39 0.40 0.45 0.52 0.39 0.39 0.43 0.39 0.54 0.53 0.60 0.60 0.46 0.39 0.38 0.39 0.53 0.65 0.54 -0.08 -0.81 0.49 -0.73 0.73 0.32 -0.52 0.34 0.46 -1.09 0.23 -0.25 -1.24 0.59 0.28 -0.08 -0.60 -0.19 0.34 0.21 0.40 0.43

=====

# 2
The following is a DFT calculation (the ωB97M-V functional and the def2-TZVPD basis) of 6 unconnected molecules or ions with the total composition C12H38N10O6 at a distorted geometry.

ORCA input file:
```
! RIJCOSX wB97M-V def2-TZVPD def2/J DEFGRID3
* xyz 0 1
C 16.8348 7.7778 12.2333
C 16.4690 8.3227 10.8201
C 15.1928 9.2461 10.9215
O 14.0279 8.5373 11.3071
C 13.5664 9.1223 12.5151
N 17.5421 9.1511 10.3351
H 17.7033 7.0686 12.2688
H 16.0076 7.1983 12.6143
H 16.9838 8.5811 12.9355
H 16.3187 7.5121 10.0907
H 15.1021 9.6221 9.9132
H 15.4302 10.0076 11.6487
H 12.7578 8.4581 12.8657
H 13.2346 10.1847 12.3555
H 14.3699 9.0767 13.2930
H 18.1652 8.5751 9.7942
H 18.1103 9.4479 11.1014
C 12.5357 13.9161 8.1034
C 11.8540 14.4258 9.3844
C 11.5877 13.2484 10.3394
O 10.7202 13.6103 11.3778
C 10.2981 12.4750 12.2481
N 12.5057 15.6433 9.8178
H 12.2680 14.6220 7.2568
H 12.1147 12.9721 7.7718
H 13.6157 13.9228 8.1999
H 10.8429 14.7275 9.0751
H 12.5358 12.8269 10.7343
H 11.0725 12.3680 9.8189
H 11.0143 12.4430 13.0736
H 10.4805 11.5675 11.5899
H 9.2972 12.5748 12.5217
H 13.4129 15.3780 10.2660
H 11.9676 16.1020 10.6455
C 14.1250 11.1423 8.0746
O 13.7528 11.2611 9.2449
N 15.4126 11.3113 7.7126
N 13.2398 10.9989 7.0274
H 16.0525 11.5495 8.4519
H 15.6617 11.1980 6.7618
H 12.2557 10.8572 7.2498
H 13.4840 11.0007 6.0385
C 11.0088 7.7317 9.3299
O 9.9420 7.2349 8.9530
N 11.1761 9.0176 9.6965
N 12.1886 7.0311 9.3374
H 10.3666 9.6564 9.5125
H 12.1078 9.3731 9.9168
H 12.0606 6.0591 9.2435
H 12.9155 7.2840 10.0007
C 7.6808 10.1014 9.1542
O 8.6254 10.6325 8.5260
N 7.7996 8.7889 9.5485
N 6.5367 10.7347 9.4580
H 7.0046 8.1984 9.3721
H 8.6079 8.3148 9.2028
H 6.0100 10.3901 10.2156
H 6.4263 11.6807 9.1694
C 11.0325 9.6528 5.5787
O 11.5551 9.9814 4.5351
N 10.1483 10.4664 6.1102
N 11.3400 8.4174 6.2466
H 9.9271 11.3274 5.5806
H 9.5513 10.1023 6.8483
H 12.0444 7.9565 5.7008
H 10.6309 7.9254 6.7099
*
```

Properties
HOMO energy, eV: -8.963
Total energy, eV: -40249.0997
ΔE to the lowest compared entry with this formula, charge and spin, kcal per mole: 31.4
SMILES string: COC[C@H](C)N.COC[C@H](C)N.NC(N)=O.NC(N)=O.NC(N)=O.NC(N)=O
Frontier orbital gap, Eh: 0.35379

Taken from the Mulliken analysis, the atomic charges in e are: -1.52 0.45 -0.42 -0.27 -0.80 -0.63 0.36 0.35 0.39 0.37 -0.23 0.47 0.27 0.23 0.35 0.26 0.26 -0.87 0.20 0.18 -0.47 -0.33 -0.71 0.34 0.05 0.29 0.29 0.11 -0.16 0.24 0.00 0.27 0.30 0.32 0.51 -0.45 -0.42 -0.13 0.27 0.13 0.13 0.16 0.67 -0.80 0.23 -0.39 -0.21 0.01 0.27 0.20 0.53 -0.69 -0.47 -0.43 0.27 0.21 0.22 0.26 0.27 -0.67 -0.24 -0.20 0.17 0.23 0.18 0.26

=====

# 3
The following is a DFT calculation (the ωB97M-V functional and the def2-TZVPD basis) of a molecular structure, C22H23N3PdSSi at a distorted geometry.

ORCA input file:
```
! RIJCOSX wB97M-V def2-TZVPD def2/J DEFGRID3
* xyz -2 1
Pd -0.0826 -0.1306 0.0801
C 3.5849 -1.3565 -0.0530
C 3.1854 0.0731 -0.2713
C 4.1316 1.0123 -0.6415
C 3.7665 2.3486 -0.7939
C 2.4680 2.7105 -0.5125
C 1.5541 1.7288 -0.0890
N 1.9051 0.4039 -0.0476
N 0.2904 1.9795 0.3073
Si -0.0923 2.8702 1.7007
C -1.3398 1.9421 2.7798
C 1.4668 3.1486 2.7675
C -0.7305 4.6263 1.3286
H 4.6295 -1.4105 0.2532
H 3.4661 -1.9426 -0.9654
H 2.9534 -1.7954 0.7169
H 5.1552 0.7026 -0.8098
H 4.4935 3.0865 -1.1103
H 2.1274 3.7341 -0.5881
H -1.1098 0.8756 2.7305
H -2.3580 2.0714 2.4107
H -1.3110 2.2574 3.8261
H 1.9016 2.1864 3.0539
H 1.2601 3.7137 3.6789
H 2.2265 3.6914 2.1957
H -1.6451 4.5915 0.7313
H 0.0182 5.1901 0.7634
H -0.9483 5.1823 2.2444
S -4.2984 -1.6679 0.2435
C -4.3958 0.0642 -0.0427
C -5.5352 0.8297 -0.1337
C -5.4170 2.1960 -0.4006
C -4.1544 2.7466 -0.5958
C -3.0042 1.9812 -0.5089
C -3.0994 0.6155 -0.1928
N -2.0916 -0.2722 -0.0504
C -2.5327 -1.5573 0.1155
C -1.6030 -2.5893 0.1056
C -1.9191 -3.9691 0.1677
C -0.9191 -4.9102 0.0680
C 0.4052 -4.5120 -0.1085
C 0.7193 -3.1415 -0.1605
C -0.2323 -2.1530 -0.0351
H -6.5087 0.3763 -0.0064
H -6.3052 2.8112 -0.4696
H -4.0679 3.8036 -0.8286
H -2.0226 2.4041 -0.6819
H -2.9576 -4.2622 0.2718
H -1.1648 -5.9659 0.1141
H 1.1963 -5.2486 -0.1973
H 1.7601 -2.8931 -0.3146
*
```

Properties
HOMO energy, eV: 2.402
Total energy, eV: -49850.6637
ΔE to the lowest compared entry with this formula, charge and spin, kcal per mole: 9.4
Frontier orbital gap, Eh: 0.08774

Taken from the Mulliken analysis, the atomic charges in e are: -0.02 -1.60 0.64 -0.48 -0.48 -0.49 0.12 -0.06 -0.02 0.02 -0.98 -1.13 -0.92 0.41 0.25 0.42 0.36 0.38 0.45 0.26 0.25 0.41 0.30 0.38 0.30 0.19 0.27 0.32 -0.57 0.77 -0.42 -0.54 -0.59 -0.27 -0.91 -0.28 0.36 1.10 -1.19 -0.31 -1.11 0.94 -0.82 0.34 0.32 0.34 0.52 0.22 0.33 0.34 -0.10